1.
The following is a quantum chemistry calculation of a molecular structure, C15H32CeN8O6 at a distorted geometry, from OMol25.

Structure (XYZ):
```
62
Properties=species:S:1:pos:R:3:lowdin_spin:R:1
O 0.270 -0.454 -3.352 0.004
H 0.632 0.054 -4.103 0.000
Ce 0.694 -0.343 -1.005 0.944
N 0.207 1.670 0.406 0.082
N 1.733 1.720 -1.657 -0.130
N -0.888 -1.233 0.665 -0.001
N -0.284 -2.501 -1.533 -0.001
O -0.761 1.780 1.300 0.067
O -1.197 -0.623 1.852 -0.002
O -0.111 -3.192 -2.746 -0.001
O 2.581 0.695 -1.854 -0.070
C 2.064 2.621 -0.665 0.063
C 1.160 2.659 0.426 -0.026
C -1.385 -2.489 0.551 0.016
C -1.021 -3.192 -0.649 0.017
C 1.285 3.604 1.571 -0.007
H 1.820 3.135 2.411 -0.002
H 0.291 3.906 1.918 -0.002
H 1.844 4.498 1.273 0.000
C 3.327 3.400 -0.728 0.011
H 3.671 3.438 -1.768 0.000
H 4.121 2.936 -0.118 0.005
H 3.176 4.424 -0.365 0.002
C -2.222 -3.127 1.609 0.002
C -1.470 -4.585 -0.915 0.003
H -2.643 -2.368 2.274 0.000
H -1.627 -3.830 2.213 0.001
H -3.038 -3.701 1.152 0.001
H -0.991 -4.956 -1.824 0.000
H -2.561 -4.619 -1.048 0.001
H -1.221 -5.240 -0.070 0.001
H -1.038 0.404 1.660 0.001
H 0.086 -2.496 -3.407 0.000
C -0.847 0.455 -2.578 0.014
H -0.401 1.373 -2.135 0.004
H -1.458 -0.170 -1.892 0.002
H -1.496 0.776 -3.389 0.001
O -3.213 2.569 0.117 0.002
H -3.939 2.103 0.562 0.000
H -2.400 2.288 0.603 0.001
C 2.389 -0.368 2.098 0.000
N 2.491 -1.195 0.844 -0.002
C 2.230 -2.629 1.220 0.000
N 3.156 -3.114 2.262 0.000
C 3.029 -2.244 3.457 0.000
N 3.320 -0.824 3.141 0.000
C 4.706 -0.754 2.614 0.000
N 4.876 -1.580 1.399 0.000
C 3.913 -1.114 0.372 0.000
C 4.546 -2.981 1.754 0.000
H 1.359 -0.434 2.479 0.000
H 2.616 0.681 1.844 0.000
H 2.348 -3.254 0.322 0.000
H 1.194 -2.705 1.583 0.000
H 3.750 -2.584 4.213 0.000
H 2.003 -2.318 3.845 0.000
H 4.941 0.292 2.371 0.000
H 5.387 -1.130 3.390 0.000
H 4.025 -1.748 -0.520 0.000
H 4.146 -0.070 0.115 0.000
H 5.235 -3.311 2.544 0.000
H 4.656 -3.609 0.859 0.000
```

Calculated values
HOMO-LUMO gap (alpha / beta) (eV): 5.917 / 6.346
Multiplicity: 2
Total charge: +1
Expectation value of S²: 0.83

---

2.
The following is a quantum chemistry calculation of a molecular structure, C15H32Hg2NO7S2 at a distorted geometry, from OMol25.

Structure (XYZ):
```
59
Properties=species:S:1:pos:R:3:nbo_charge:R:1
Hg -0.037 2.046 5.668 0.695
Hg -2.760 2.060 4.551 1.212
O 0.077 0.314 1.589 -0.688
C -0.339 0.762 2.789 0.981
O 0.283 0.550 3.841 -0.772
O -1.450 1.365 2.841 -0.875
H -0.756 0.496 1.107 0.501
C 4.050 -3.448 -0.696 -0.583
C 3.535 -2.147 -1.410 -0.258
N 2.322 -2.391 -2.216 0.130
C 2.268 -1.648 -3.482 -0.266
C 3.419 -1.843 -4.431 -0.640
C 1.040 -2.387 -1.458 -0.265
C 0.152 -1.181 -1.533 -0.635
H 3.442 -3.610 0.189 0.241
H 5.053 -3.243 -0.320 0.280
H 4.152 -4.212 -1.462 0.261
H 3.216 -1.569 -0.532 0.302
H 4.288 -1.579 -1.945 0.266
H 1.345 -2.067 -3.900 0.263
H 2.099 -0.587 -3.232 0.317
H 4.393 -1.588 -4.015 0.237
H 3.512 -2.870 -4.784 0.268
H 3.194 -1.186 -5.271 0.277
H 1.411 -2.653 -0.466 0.242
H 0.483 -3.301 -1.712 0.309
H -0.758 -1.344 -0.953 0.274
H -0.219 -0.941 -2.530 0.258
H 0.592 -0.271 -1.117 0.243
C 1.920 4.484 -0.919 -0.399
C 1.248 5.292 -2.059 -0.427
C -0.187 5.659 -1.789 -0.581
S -0.789 4.064 -1.082 2.086
O -1.024 3.131 -2.150 -0.869
O -1.799 4.171 -0.028 -0.848
C 0.795 3.668 -0.217 -0.600
H 2.192 5.223 -0.167 0.237
H 2.721 3.840 -1.263 0.236
H 1.203 4.588 -2.894 0.227
H 1.878 6.159 -2.252 0.273
H -0.716 5.879 -2.714 0.287
H -0.396 6.435 -1.053 0.267
H 0.932 2.594 -0.123 0.240
H 0.654 4.116 0.765 0.254
C -2.903 -2.808 2.144 -0.422
C -4.041 -1.952 1.614 -0.422
C -5.128 -1.749 2.648 -0.605
S -4.129 -1.404 4.159 2.100
O -4.729 -2.139 5.250 -0.852
O -3.756 0.019 4.237 -1.089
C -2.601 -2.315 3.553 -0.601
H -2.079 -3.008 1.464 0.226
H -3.316 -3.798 2.370 0.231
H -4.473 -2.417 0.727 0.250
H -3.733 -0.925 1.378 0.201
H -5.450 -2.768 2.882 0.255
H -5.958 -1.054 2.575 0.279
H -2.367 -3.091 4.274 0.273
H -1.974 -1.420 3.558 0.218
```

Calculated values
HOMO-LUMO gap (eV): 1.789
Energy relative to the best compared isomer or geometry (same formula, charge and spin) (kJ/mol): 0.0
Total charge: +3

---

3.
The following is a quantum chemistry calculation of a molecular structure, C15H32InNO2P2 at a distorted geometry, from OMol25.

Structure (XYZ):
```
53
Properties=species:S:1:pos:R:3:lowdin_charge:R:1
In -0.520 -0.093 -0.015 0.671
P -0.237 -0.044 -2.565 0.775
C 1.492 0.329 -2.732 -0.143
C 2.182 0.882 -1.639 -0.315
N 1.541 1.051 -0.386 0.020
C 2.142 1.746 0.620 -0.283
C 3.394 2.338 0.418 0.022
C 4.009 2.303 -0.856 0.018
C 3.411 1.537 -1.852 0.013
C 1.671 1.548 2.066 -0.212
P 0.732 -0.099 2.274 0.840
H 3.718 1.628 -2.915 0.144
H 3.896 2.901 1.222 0.141
H 4.835 2.905 -1.123 0.118
H 2.586 1.494 2.700 0.111
H 0.975 2.331 2.501 0.124
H 4.366 -3.620 -1.398 0.055
H 2.028 0.228 -3.709 0.125
H 0.258 -3.262 2.061 0.021
O 3.510 -4.004 -1.680 -0.052
H 3.458 -3.777 -2.585 0.004
H -0.130 -1.653 0.771 0.034
O 0.056 -3.439 1.143 -0.079
H 0.934 -3.384 0.607 0.114
C 2.099 -1.288 2.569 -0.225
H 2.826 -0.814 3.257 0.075
H 1.725 -2.212 3.048 0.059
H 2.599 -1.509 1.610 0.062
C 0.038 0.129 3.901 -0.221
H -0.567 -0.751 4.131 0.069
H 0.798 0.256 4.673 0.082
H -0.576 1.030 3.847 0.063
C -1.171 1.384 -3.193 -0.199
H -1.165 1.463 -4.297 0.081
H -2.193 1.137 -2.788 0.064
H -0.794 2.325 -2.774 0.068
C -0.710 -1.418 -3.504 -0.234
H -1.765 -1.655 -3.410 0.077
H -0.497 -1.170 -4.539 0.075
H -0.099 -2.261 -3.213 0.065
C -4.750 1.091 1.308 -0.084
C -3.627 0.173 0.861 -0.528
C -4.099 -0.752 -0.254 -0.084
C -2.380 1.036 0.489 -0.243
H -5.053 1.753 0.493 0.091
H -4.468 1.721 2.160 0.086
H -5.629 0.519 1.607 0.089
H -3.374 -0.455 1.740 0.127
H -4.388 -0.186 -1.144 0.087
H -3.327 -1.483 -0.516 0.060
H -4.977 -1.293 0.115 0.094
H -2.624 1.628 -0.390 0.034
H -2.157 1.755 1.284 0.040
```

Calculated values
HOMO-LUMO gap (alpha / beta) (eV): 5.949 / 6.328
Energy relative to the best compared isomer or geometry (same formula, charge and spin) (kJ/mol): 331.7
Total charge: +2

---

4.
The following is a quantum chemistry calculation of a molecular structure, C15H32LaN7O6P at a distorted geometry, from OMol25.

Structure (XYZ):
```
62
Properties=species:S:1:pos:R:3:lowdin_charge:R:1
O 0.452 -1.192 -3.567 -0.373
H 1.107 -0.905 -4.294 0.097
La 0.696 -0.427 -1.247 1.865
N 0.324 1.685 0.470 -0.056
N 2.106 1.555 -1.313 -0.188
N -0.922 -1.375 0.555 -0.124
N -0.306 -2.715 -1.539 -0.133
O -0.651 1.718 1.334 -0.100
O -1.284 -0.704 1.685 -0.091
O -0.256 -3.223 -2.812 -0.093
O 3.037 0.686 -1.559 -0.133
C 2.313 2.536 -0.387 -0.227
C 1.260 2.669 0.560 -0.248
C -1.452 -2.620 0.493 -0.239
C -1.065 -3.389 -0.670 -0.259
C 1.246 3.740 1.576 0.001
H 1.990 3.543 2.356 0.105
H 0.262 3.819 2.033 0.092
H 1.493 4.702 1.118 0.100
C 3.580 3.299 -0.363 0.013
H 4.004 3.314 -1.382 0.108
H 4.323 2.811 0.305 0.112
H 3.414 4.336 -0.018 0.101
C -2.329 -3.183 1.559 -0.003
C -1.535 -4.806 -0.834 -0.008
H -2.768 -2.410 2.200 0.087
H -1.762 -3.880 2.196 0.107
H -3.143 -3.767 1.114 0.094
H -1.010 -5.252 -1.681 0.084
H -2.621 -4.852 -1.028 0.104
H -1.331 -5.393 0.080 0.098
H -1.063 0.281 1.519 0.025
H 0.059 -2.266 -3.299 -0.089
C -0.984 0.483 -2.281 -0.218
H -0.537 1.454 -2.058 0.005
H -1.863 0.212 -1.746 0.022
H -1.145 0.465 -3.441 0.094
O -3.113 2.557 0.062 -0.070
H -3.879 2.155 0.508 0.051
H -2.332 2.215 0.541 -0.011
C 4.848 -2.167 3.151 -0.176
N 4.794 -0.767 2.737 -0.155
C 4.161 0.053 3.783 -0.160
N 2.798 -0.438 4.123 -0.154
C 2.886 -1.849 4.541 -0.154
N 3.508 -2.709 3.481 -0.147
C 2.643 -2.795 2.292 -0.335
P 2.322 -1.161 1.470 0.949
C 4.109 -0.606 1.438 -0.326
C 1.855 -0.237 3.041 -0.331
H 5.485 -2.250 4.045 0.134
H 5.256 -2.775 2.334 0.128
H 4.081 1.097 3.438 0.124
H 4.788 0.007 4.687 0.133
H 1.871 -2.228 4.739 0.129
H 3.508 -1.925 5.453 0.134
H 3.129 -3.477 1.583 0.092
H 1.691 -3.260 2.588 0.090
H 4.161 0.447 1.106 0.068
H 4.641 -1.203 0.678 0.096
H 0.862 -0.577 3.358 0.088
H 1.764 0.833 2.816 0.071
```

Calculated values
HOMO-LUMO gap (alpha / beta) (eV): 4.023 / 4.024
Total charge: +1

---

5.
The following is a quantum chemistry calculation of a molecular structure, C15H32NO3P2Ru at a distorted geometry, from OMol25.

Structure (XYZ):
```
54
Properties=species:S:1:pos:R:3:lowdin_spin:R:1
Ru 0.100 -0.100 0.026 1.793
P 1.444 1.800 -0.050 0.113
C 0.223 2.924 -0.769 0.540
C -0.840 2.345 -1.600 0.028
N -1.114 1.035 -1.391 0.056
C -2.133 0.450 -2.070 0.039
C -2.888 1.150 -3.014 0.092
C -2.588 2.497 -3.244 0.004
C -1.553 3.107 -2.527 0.117
C -2.386 -1.022 -1.761 0.033
P -1.745 -1.495 -0.038 0.055
H -1.320 4.150 -2.683 0.004
H -3.688 0.664 -3.554 0.004
H -3.157 3.064 -3.966 -0.002
H -3.447 -1.261 -1.838 0.003
H -1.857 -1.622 -2.502 0.000
H -1.498 4.311 0.888 0.006
H 0.535 3.941 -0.955 0.023
H -2.172 2.185 3.224 0.000
O -2.109 4.364 1.707 0.007
H -2.213 5.327 1.965 0.000
H 0.250 -0.232 1.529 -0.031
O -2.091 1.268 3.700 0.001
H -2.266 0.565 3.011 0.000
C -3.258 -1.106 1.016 0.012
H -4.132 -1.637 0.640 0.001
H -3.087 -1.410 2.049 0.001
H -3.468 -0.036 0.995 0.000
C -1.747 -3.375 -0.120 0.010
H -1.540 -3.792 0.865 0.000
H -2.714 -3.743 -0.460 0.002
H -0.977 -3.718 -0.812 0.000
C 2.877 1.828 -1.188 0.054
H 3.267 2.839 -1.298 0.004
H 3.675 1.190 -0.808 0.005
H 2.591 1.459 -2.172 0.000
C 1.970 2.520 1.548 0.018
H 2.793 1.942 1.968 0.001
H 2.307 3.548 1.421 0.001
H 1.155 2.508 2.270 0.000
C 3.858 -1.895 0.256 0.069
C 2.489 -2.469 0.641 0.089
C 2.188 -3.717 -0.197 0.047
C 2.465 -2.818 2.134 0.025
O 1.497 -1.486 0.385 0.761
H 4.664 -2.637 0.445 0.008
H 4.072 -0.979 0.848 0.000
H 3.872 -1.621 -0.821 0.000
H 2.958 -4.500 -0.026 0.005
H 1.198 -4.136 0.078 0.000
H 2.174 -3.463 -1.279 0.000
H 2.666 -1.912 2.745 0.001
H 1.466 -3.214 2.420 0.001
H 3.233 -3.585 2.371 0.003
```

Calculated values
HOMO-LUMO gap (alpha / beta) (eV): 5.957 / 4.679
Multiplicity: 5
Total charge: +3
Expectation value of S²: 6.05

---

6.
The following is a quantum chemistry calculation of 4 unconnected molecules or ions with the total composition C15H32O11S4 at a distorted geometry, from OMol25.

Structure (XYZ):
```
62
Properties=species:S:1:pos:R:3:nbo_charge:R:1
C 3.794 -2.153 -1.632 -0.663
C 2.822 -0.815 -1.423 0.054
O 2.368 -0.829 0.007 -0.729
C 1.503 -0.878 -2.449 -0.138
O 0.434 -1.533 -1.680 -0.282
O -0.593 -0.717 -1.498 -0.417
S -1.941 -1.815 -1.530 1.607
O -2.378 -1.814 -3.015 -0.869
O -1.261 -3.330 -1.082 -0.871
H 4.778 -1.731 -2.159 0.216
H 3.294 -2.988 -2.292 0.217
H 4.166 -2.597 -0.596 0.234
H 3.404 0.199 -1.617 0.220
H 1.726 -0.035 0.035 0.462
H 1.284 0.248 -2.730 0.210
H 1.847 -1.470 -3.398 0.205
H -1.619 -3.589 -0.174 0.530
C 5.021 5.192 -1.228 -0.407
C 4.388 4.375 -0.103 -0.401
C 3.265 3.540 -0.717 -0.684
S 3.725 3.261 -2.421 2.169
O 2.772 3.941 -3.272 -0.936
O 4.066 1.864 -2.600 -0.952
C 5.228 4.218 -2.379 -0.677
H 5.963 5.651 -0.916 0.227
H 4.337 5.993 -1.532 0.216
H 5.144 3.711 0.335 0.211
H 4.010 5.016 0.700 0.230
H 3.154 2.579 -0.209 0.258
H 2.314 4.080 -0.706 0.257
H 5.382 4.714 -3.338 0.258
H 6.055 3.533 -2.171 0.241
C -2.899 3.967 -0.407 -0.407
C -3.305 2.506 -0.602 -0.403
C -2.317 1.647 0.186 -0.692
S -1.738 2.662 1.537 2.167
O -0.326 2.919 1.348 -0.953
O -2.273 2.149 2.782 -0.938
C -2.643 4.129 1.084 -0.677
H -3.674 4.654 -0.759 0.226
H -1.981 4.173 -0.970 0.216
H -4.318 2.355 -0.211 0.210
H -3.315 2.227 -1.660 0.233
H -2.795 0.749 0.585 0.258
H -1.453 1.370 -0.424 0.259
H -2.059 5.018 1.325 0.253
H -3.582 4.130 1.646 0.241
C -2.771 -6.516 2.592 -0.408
C -2.950 -5.862 3.962 -0.402
C -3.135 -4.363 3.733 -0.682
S -3.860 -4.190 2.110 2.178
O -2.909 -3.520 1.249 -0.987
O -5.232 -3.743 2.246 -0.921
C -3.860 -5.926 1.708 -0.676
H -2.847 -7.606 2.650 0.231
H -1.783 -6.265 2.189 0.216
H -3.843 -6.273 4.448 0.211
H -2.098 -6.059 4.619 0.230
H -3.802 -3.921 4.478 0.261
H -2.176 -3.837 3.733 0.254
H -3.669 -6.064 0.642 0.260
H -4.842 -6.331 1.970 0.246
```

Calculated values
HOMO-LUMO gap (eV): 9.621

---

Calculated E, -1954.92814 -2274.08377 -1668.13614 -1797.87058 -1647.61524 -3010.87260 Eh (same order as the records).